(1)
Molecular formula: C4H10NO3
Method: DFT, ωB97M-V/def2-TZVPD

Structure (XYZ):
```
18
Properties=species:S:1:pos:R:3:nbo_charge:R:1
C -0.89167 -0.04230 0.29291 -0.235
C -1.27162 0.69050 -0.99598 -0.541
C -1.11135 -0.11953 -2.19214 0.416
O -1.04323 0.31971 -3.34478 -0.577
N 0.55623 -0.42328 0.32376 -0.773
C 0.80210 -1.50895 1.57102 0.213
O 0.96214 -2.65091 1.15441 -0.850
H -1.53010 -1.03370 0.26750 0.149
H -1.10170 0.44445 1.25723 0.199
H -0.60811 1.62357 -1.09183 0.241
H -2.35877 1.02521 -1.08830 0.231
H -0.93201 -1.22029 -2.28489 0.142
H 0.68895 -0.99555 -0.47629 0.337
H 1.54760 -0.94690 2.08488 0.058
H -0.11545 -1.29605 2.17862 0.015
H 1.59634 1.49527 1.04986 0.510
H 2.60168 2.29507 0.14849 0.455
O 2.20898 2.34367 1.14554 -0.989
```

Frontier orbital gap (eV): 6.92
Net charge: -1
Maximum force (eV/Å): 4.8
E (Ha): -438.82924
E_LUMO (eV): 3.7
Energy relative to the best compared isomer or geometry (same formula, charge and spin) (kcal/mol): 97.89

(2)
Molecular formula: C7H16N2
Method: DFT, ωB97M-V/def2-TZVPD

Structure (XYZ):
```
25
Properties=species:S:1:pos:R:3:nbo_charge:R:1
C 1.48801 0.09122 -0.08444 0.197
C 2.33386 -0.45171 -1.21470 -0.650
C 1.26275 1.58558 -0.16611 -0.659
N 1.95402 -0.29373 1.18377 -0.858
H -0.54971 0.14761 -0.15749 0.270
H 1.45026 0.10879 1.96490 0.381
H 2.38592 -1.20732 1.27020 0.396
H 1.91736 -0.16320 -2.18162 0.218
H 3.35974 -0.06906 -1.15408 0.219
H 0.60236 1.93826 0.63220 0.214
H 0.80692 1.86201 -1.11782 0.221
H 2.21105 2.12567 -0.06182 0.230
H 2.39333 -1.54232 -1.18118 0.226
C -2.50706 0.04622 1.33571 -0.687
C -2.00260 0.20450 -0.04956 -0.049
C -0.13508 -1.09857 -0.31624 -0.041
C -2.67656 0.52898 -1.14153 -0.449
N -0.20148 -2.10023 0.49052 -0.749
H 0.04412 -1.84813 1.45074 0.323
H -0.28986 -1.22915 -1.38487 0.175
H -1.97481 0.72029 2.01551 0.213
H -3.57330 0.28157 1.41940 0.222
H -2.35703 -0.98474 1.67195 0.240
H -3.74478 0.74526 -1.10910 0.198
H -2.19740 0.60219 -2.11434 0.199
```

Frontier orbital gap (eV): 8.13
Net charge: 0
Maximum force (eV/Å): 3.4
E (Ha): -385.64182
E_LUMO (eV): 0.8
Energy relative to the best compared isomer or geometry (same formula, charge and spin) (kcal/mol): 124.73

(3)
Molecular formula: C14H48FN2O10PS
Method: DFT, ωB97M-V/def2-TZVPD

Structure (XYZ):
```
77
Properties=species:S:1:pos:R:3:lowdin_charge:R:1
C 3.64677 0.69786 0.46126 -0.279
P 2.85700 -0.46202 -0.71686 0.913
C 1.28349 -0.94112 0.09142 -0.274
N 2.39160 0.62162 -2.04648 -0.389
C 1.87787 2.00856 -1.82824 -0.237
C 0.63114 2.09873 -0.96810 -0.191
C -0.70480 1.63428 -1.60478 -0.173
C -0.64821 0.85103 -2.91931 -0.274
N -0.29785 -0.55464 -2.70275 0.013
S 3.45865 0.44751 -3.27893 0.529
O 2.83682 -0.18243 -4.39260 -0.259
O 4.75696 0.05667 -2.85534 -0.285
F 3.62894 1.96250 -3.73274 -0.172
H 4.67009 0.86369 0.12368 0.034
H 3.67956 0.18679 1.42599 0.036
H 3.15243 1.65938 0.60354 0.033
H 1.45606 -0.92884 1.17129 0.040
H 1.07560 -1.96405 -0.22038 0.018
H 0.42252 -0.33517 -0.15550 -0.001
H 1.65215 2.43982 -2.79861 0.078
H 2.67023 2.62068 -1.39046 0.112
H 0.53622 3.16116 -0.73481 0.108
H 0.78873 1.62562 -0.00146 0.075
H -1.22598 0.99275 -0.88772 0.100
H -1.34644 2.50775 -1.73372 0.105
H -1.63723 0.93945 -3.38718 0.100
H 0.05840 1.30006 -3.61936 0.086
H -1.12780 -1.12017 -2.58422 0.074
H 0.23133 -0.93815 -3.47423 0.061
C -1.99991 4.23681 1.51653 -0.144
O -1.09177 3.14299 1.42615 -0.129
H -1.80422 4.88405 0.66366 0.078
H -3.03923 3.90154 1.46768 0.079
H -1.86053 4.80002 2.43970 0.061
H -1.25326 2.56641 2.17786 0.074
C 0.98635 4.14705 -5.99648 -0.138
O 1.16839 3.31637 -4.85882 -0.135
H 0.05481 4.68754 -5.84431 0.061
H 1.79483 4.87483 -6.10130 0.081
H 0.90877 3.56162 -6.91668 0.084
H 1.99642 2.83556 -4.96078 0.053
C 1.53586 -5.60045 -1.59502 -0.160
O 1.49060 -4.26704 -2.08497 -0.133
H 0.67621 -5.74020 -0.94506 0.058
H 1.48138 -6.33202 -2.40667 0.077
H 2.44574 -5.78530 -1.01538 0.075
H 2.25136 -4.11967 -2.65318 0.072
C 0.93725 -7.14345 1.88276 -0.152
O -0.15498 -7.03470 0.97504 -0.133
H 1.62278 -6.33302 1.64216 0.073
H 0.61186 -7.04691 2.91949 0.056
H 1.46670 -8.09315 1.76196 0.079
H -0.77958 -7.73769 1.17045 0.073
C 1.29852 -8.01672 6.02947 -0.158
O 0.15574 -7.95659 5.18728 -0.133
H 1.94547 -7.19072 5.74196 0.078
H 1.03430 -7.89930 7.08350 0.075
H 1.85107 -8.95119 5.90147 0.076
H -0.43484 -8.67673 5.42273 0.075
C -1.78870 4.55504 5.63440 -0.170
O -2.94873 4.55142 4.82486 -0.139
H -1.15676 5.37509 5.29661 0.075
H -2.02487 4.71769 6.69065 0.075
H -1.22082 3.62285 5.54305 0.075
H -3.50985 3.81990 5.11616 0.031
C -4.34797 1.00546 6.38839 -0.133
O -4.35003 2.07197 5.44561 -0.133
H -3.72809 1.32347 7.22312 0.082
H -5.35338 0.79633 6.75928 0.080
H -3.92216 0.09455 5.96259 0.080
H -4.89387 1.82469 4.69270 0.089
C -2.97259 3.89773 -6.12724 -0.164
O -2.77799 3.07917 -4.98739 -0.124
H -3.91757 4.41754 -5.98303 0.078
H -2.18206 4.64492 -6.23661 0.058
H -3.03524 3.30938 -7.04718 0.079
H -1.93969 2.61357 -5.07057 0.055
```

Frontier orbital gap (eV): 8.86
Net charge: 0
Maximum force (eV/Å): 0.9
E (Ha): -2263.36014
E_LUMO (eV): 0.4

(4)
Molecular formula: C14H11NO8
Method: DFT, ωB97M-V/def2-TZVPD

Structure (XYZ):
```
34
Properties=species:S:1:pos:R:3:nbo_charge:R:1
C -0.93736 -0.52503 2.96551 -0.662
C -0.81780 -0.35255 1.48093 0.081
C 0.45879 -0.32272 0.90099 -0.190
C 0.65578 -0.13384 -0.45564 -0.025
C 2.08974 -0.03035 -0.91147 -0.559
C 2.70558 1.23029 -0.24884 0.424
O 2.56217 2.27312 -0.84440 -0.589
C -0.44374 -0.01588 -1.33524 0.096
C -0.28487 0.14564 -2.83137 -0.593
C 0.57682 -0.88372 -3.49293 0.817
O 1.25979 -0.67868 -4.44790 -0.563
O 0.47944 -2.15187 -2.95904 -0.742
C -1.71409 -0.03444 -0.75440 -0.185
C -1.90177 -0.18432 0.62222 -0.178
C -3.36394 -0.14654 0.89623 0.696
O -4.00020 -0.24702 1.91359 -0.579
N -3.96432 0.02104 -0.35896 -0.671
C -3.04792 0.11399 -1.39700 0.693
O -3.36425 0.26883 -2.55413 -0.607
H -0.44393 0.29360 3.48440 0.289
H -1.98250 -0.59901 3.24641 0.208
H -0.44044 -1.44236 3.26828 0.227
H 1.33270 -0.44944 1.55972 0.342
H 2.65021 -0.91464 -0.60284 0.230
H 2.21238 0.12336 -1.97840 0.209
H 3.16691 1.13345 0.75833 0.261
H -1.27377 0.01684 -3.27116 0.275
H 0.03282 1.14282 -3.11563 0.249
H 0.98764 -2.14130 -2.13424 0.502
H -4.87423 0.44483 -0.44036 0.404
C 2.93957 1.03096 3.27961 0.941
O 3.85742 1.88080 3.04997 -0.897
O 2.18632 1.05544 4.32706 -0.921
O 2.70106 0.07870 2.38067 -0.982
```

Frontier orbital gap (eV): 3.68
Net charge: -2
Maximum force (eV/Å): 0.9
E (Ha): -1196.82464
E_LUMO (eV): 4.4
Energy relative to the best compared isomer or geometry (same formula, charge and spin) (kcal/mol): 0.00

- Which value of net charge does entry 1 give?
  -1

Repeat the first record exactly.
Molecular formula: C4H10NO3
Method: DFT, ωB97M-V/def2-TZVPD

Structure (XYZ):
```
18
Properties=species:S:1:pos:R:3:nbo_charge:R:1
C -0.89167 -0.04230 0.29291 -0.235
C -1.27162 0.69050 -0.99598 -0.541
C -1.11135 -0.11953 -2.19214 0.416
O -1.04323 0.31971 -3.34478 -0.577
N 0.55623 -0.42328 0.32376 -0.773
C 0.80210 -1.50895 1.57102 0.213
O 0.96214 -2.65091 1.15441 -0.850
H -1.53010 -1.03370 0.26750 0.149
H -1.10170 0.44445 1.25723 0.199
H -0.60811 1.62357 -1.09183 0.241
H -2.35877 1.02521 -1.08830 0.231
H -0.93201 -1.22029 -2.28489 0.142
H 0.68895 -0.99555 -0.47629 0.337
H 1.54760 -0.94690 2.08488 0.058
H -0.11545 -1.29605 2.17862 0.015
H 1.59634 1.49527 1.04986 0.510
H 2.60168 2.29507 0.14849 0.455
O 2.20898 2.34367 1.14554 -0.989
```

Frontier orbital gap (eV): 6.92
Net charge: -1
Maximum force (eV/Å): 4.8
E (Ha): -438.82924
E_LUMO (eV): 3.7
Energy relative to the best compared isomer or geometry (same formula, charge and spin) (kcal/mol): 97.89

- Which formula does entry 3 have?
  C14H48FN2O10PS